# 1
{
  "formula": "C12H31NO4",
  "method": "wB97M-V/def2-TZVPD",
  "charge": 0,
  "homo_energy_ev": -8.107,
  "orbital_gap_ha": 0.323,
  "species": ["C", "O", "H", "H", "H", "H", "C", "O", "H", "H", "H", "H", "C", "O", "H", "H", "H", "H", "C", "C", "C", "C", "C", "C", "N", "O", "C", "C", "C", "H", "H", "H", "H", "H", "H", "H", "H", "H", "H", "H", "H", "H", "H", "H", "H", "H", "H", "H"],
  "coordinates": [[2.152, 0.246, -4.424], [2.005, -0.346, -5.716], [1.493, 1.079, -4.177], [2.110, -0.426, -3.568], [3.152, 0.662, -4.301], [1.766, 0.243, -6.435], [-0.823, -2.613, -4.317], [0.196, -1.669, -4.096], [-0.904, -2.877, -5.372], [-0.669, -3.504, -3.709], [-1.823, -2.261, -4.064], [1.015, -1.932, -4.524], [0.051, -1.575, -1.244], [1.177, -1.827, -2.148], [-0.883, -2.100, -1.447], [0.436, -1.927, -0.287], [-0.188, -0.511, -1.245], [0.846, -1.800, -3.049], [1.940, 2.275, 2.104], [0.772, 1.316, 1.702], [1.297, -0.089, 1.942], [0.153, -1.214, 2.107], [-0.923, -0.787, 3.039], [-1.516, 0.613, 2.768], [-0.363, 1.601, 2.637], [-0.795, 2.907, 2.411], [-2.484, 0.503, 1.503], [-2.394, 1.077, 3.935], [0.418, 1.391, 0.190], [1.887, 3.244, 1.608], [2.902, 1.825, 1.857], [2.053, 2.331, 3.187], [2.029, -0.245, 1.148], [2.142, -0.164, 2.626], [0.245, -2.253, 2.424], [-0.223, -1.398, 1.101], [-0.571, -0.647, 4.060], [-1.702, -1.550, 3.007], [-2.103, -0.198, 0.761], [-3.507, 0.225, 1.758], [-2.506, 1.458, 0.979], [-1.790, 1.247, 4.826], [-2.997, 1.926, 3.614], [-3.091, 0.267, 4.152], [1.395, 1.436, -0.289], [-0.189, 2.257, -0.074], [-0.179, 0.598, -0.261], [-1.006, 3.183, 3.306]],
  "atomic_forces_ev_per_a": [[1.110, 1.287, 0.230], [-0.066, -0.852, 0.664], [-0.490, -0.144, -0.441], [-0.378, -0.513, -0.630], [0.303, 0.167, -0.393], [0.018, 0.416, 0.528], [-0.626, -0.968, -0.454], [-2.363, 0.626, -3.578], [0.276, -0.163, -0.049], [0.189, -0.173, -0.080], [0.341, 0.697, 0.289], [-0.069, -0.043, -1.224], [1.910, -0.425, -1.043], [0.554, -0.386, 4.602], [0.046, -0.448, -0.433], [-0.263, 0.324, -0.259], [0.088, -0.528, -0.096], [-0.439, 0.132, 1.132], [-0.080, -0.525, -0.461], [-0.708, -0.068, 0.703], [0.408, -2.224, 0.438], [0.780, 0.910, -1.039], [-0.668, 2.010, 0.651], [-0.648, 0.186, -1.795], [0.480, -2.308, 0.227], [-0.687, 0.395, -0.254], [1.182, 0.632, 0.102], [0.216, -0.579, -0.490], [-0.070, 1.002, 0.309], [-0.122, 0.053, 0.313], [0.014, -0.113, -0.680], [-0.679, 0.381, 0.049], [-0.829, -0.610, -1.247], [-0.839, 0.316, 1.653], [1.870, -0.021, 0.113], [-0.530, 0.578, 0.366], [0.390, -0.740, 0.214], [-0.294, 0.209, 0.265], [0.014, -0.231, 0.126], [0.110, -0.051, 0.217], [-0.185, 0.201, 0.147], [-0.073, 0.315, 0.026], [0.150, 0.224, 0.350], [-0.073, -0.023, 0.104], [-0.190, 0.037, -0.518], [0.404, 0.554, 0.246], [0.487, 0.031, 1.068], [0.033, 0.454, 0.035]],
  "lowdin_charge": [-0.146, -0.112, 0.089, 0.061, 0.077, 0.085, -0.089, -0.095, 0.090, 0.095, 0.092, 0.104, -0.118, -0.149, 0.080, 0.062, 0.049, -0.158, -0.032, -0.477, -0.108, -0.151, -0.170, -0.464, -0.109, -0.023, -0.019, -0.052, -0.026, 0.080, 0.073, 0.086, 0.110, 0.105, 0.115, 0.046, 0.120, 0.125, 0.058, 0.076, 0.072, 0.086, 0.082, 0.084, 0.093, 0.083, 0.024, 0.097]
}

---

# 2
{
  "formula": "C12H31O23P2S5",
  "method": "wB97M-V/def2-TZVPD",
  "charge": -1,
  "homo_energy_ev": -4.209,
  "orbital_gap_ha": 0.229,
  "species": ["C", "C", "P", "P", "O", "O", "O", "H", "H", "H", "H", "H", "H", "H", "H", "H", "H", "H", "C", "C", "O", "S", "O", "O", "O", "H", "H", "H", "H", "C", "C", "O", "S", "O", "O", "O", "H", "H", "H", "H", "C", "C", "O", "S", "O", "O", "O", "H", "H", "H", "H", "C", "C", "O", "S", "O", "O", "O", "H", "H", "H", "H", "C", "C", "O", "S", "O", "O", "O", "H", "H", "H", "H"],
  "coordinates": [[-4.847, 0.055, 0.800], [-4.306, 1.453, 1.086], [-2.412, 1.535, 0.863], [-1.925, 0.959, 3.139], [-0.518, 1.402, 3.449], [-2.925, 1.610, 4.280], [-1.923, -0.653, 3.468], [-4.369, -0.659, 1.482], [-4.560, -0.215, -0.216], [-5.930, -0.017, 0.914], [-4.702, 2.143, 0.332], [-4.630, 1.814, 2.069], [-2.437, 2.952, 1.276], [-0.967, 1.588, 0.730], [-2.365, 0.097, 0.527], [-2.559, 1.870, -0.558], [-3.073, 2.521, 3.996], [-2.814, -0.995, 3.607], [2.080, -0.524, 4.674], [1.778, -0.467, 3.199], [3.040, -0.858, 2.583], [3.788, -1.911, 3.498], [3.541, -3.227, 3.014], [5.125, -1.459, 3.683], [2.947, -1.680, 4.817], [2.629, 0.355, 5.012], [1.186, -0.655, 5.274], [1.473, 0.525, 2.876], [1.013, -1.187, 2.913], [2.296, 5.628, 3.474], [2.530, 4.510, 2.477], [1.220, 4.028, 2.188], [0.161, 5.218, 2.236], [-0.058, 5.711, 0.924], [-0.901, 4.852, 3.095], [1.115, 6.275, 2.998], [2.106, 5.237, 4.476], [3.111, 6.346, 3.506], [3.129, 3.697, 2.878], [2.984, 4.884, 1.556], [-3.178, -2.481, -3.153], [-4.073, -3.693, -3.299], [-5.361, -3.225, -2.864], [-5.541, -1.686, -3.260], [-6.287, -1.589, -4.467], [-5.927, -0.968, -2.102], [-4.015, -1.389, -3.587], [-2.890, -2.314, -2.114], [-2.286, -2.518, -3.771], [-3.767, -4.524, -2.671], [-4.150, -4.020, -4.338], [4.806, -2.376, -0.148], [3.322, -2.127, -0.319], [3.178, -1.910, -1.739], [4.217, -2.800, -2.536], [3.618, -4.003, -2.990], [4.904, -1.958, -3.458], [5.167, -3.153, -1.308], [5.373, -1.444, -0.165], [5.044, -2.934, 0.753], [2.974, -1.258, 0.226], [2.733, -3.001, -0.037], [1.296, 0.385, -5.456], [2.270, -0.775, -5.374], [1.732, -1.591, -4.325], [0.145, -1.511, -4.320], [-0.394, -2.623, -5.026], [-0.287, -1.211, -3.006], [0.011, -0.227, -5.254], [1.463, 1.112, -4.661], [1.306, 0.883, -6.421], [3.280, -0.476, -5.108], [2.286, -1.356, -6.298]],
  "atomic_forces_ev_per_a": [[0.415, 0.317, 0.294], [-0.259, -0.201, -0.076], [-0.404, 0.070, -1.409], [1.595, 0.820, -0.179], [-0.102, -0.367, 0.071], [-0.220, -0.507, 0.091], [-0.489, 0.027, 0.580], [-0.109, -0.092, -0.068], [-0.167, -0.191, 0.019], [0.011, -0.038, -0.098], [0.090, 0.105, 0.100], [0.196, -0.016, 0.040], [0.023, -0.095, 0.240], [0.006, 0.002, 0.300], [-0.002, -0.027, 0.219], [0.013, 0.071, 0.115], [-0.059, 0.035, 0.064], [-0.035, -0.041, -0.130], [-0.010, 0.334, 0.018], [-0.486, 0.009, -0.042], [0.167, 0.137, 0.079], [-0.259, 0.331, 0.058], [0.175, -0.083, 0.020], [0.115, -0.170, -0.094], [-0.077, -0.178, 0.003], [0.007, -0.012, 0.001], [0.031, -0.167, -0.003], [0.060, -0.037, -0.128], [-0.027, 0.029, -0.006], [-0.006, -0.137, 0.210], [0.150, 0.139, -0.161], [-0.081, -0.066, 0.129], [0.182, -0.223, 0.087], [-0.120, 0.121, 0.039], [-0.118, 0.105, -0.081], [0.077, 0.060, -0.154], [0.018, -0.033, -0.012], [-0.083, 0.094, -0.066], [-0.127, -0.088, 0.010], [0.024, 0.015, 0.020], [0.119, -0.032, 0.324], [0.082, -0.022, -0.236], [0.031, 0.018, 0.089], [0.257, 0.038, 0.064], [-0.028, 0.054, 0.012], [-0.317, -0.079, -0.093], [0.008, -0.150, -0.226], [-0.034, 0.050, -0.006], [-0.290, 0.010, -0.060], [-0.112, 0.030, 0.096], [0.012, 0.008, -0.003], [0.077, 0.324, 0.095], [-0.061, -0.349, 0.140], [0.096, 0.138, 0.052], [-0.014, -0.004, 0.055], [0.035, -0.017, -0.055], [-0.079, 0.019, -0.065], [-0.066, -0.064, 0.040], [-0.007, 0.001, -0.006], [-0.005, -0.159, -0.099], [-0.059, 0.106, -0.209], [-0.004, 0.015, 0.026], [0.131, 0.149, 0.195], [0.033, -0.006, -0.270], [0.020, 0.095, 0.073], [0.326, 0.117, -0.075], [-0.125, 0.021, 0.036], [-0.031, -0.129, 0.033], [0.051, -0.071, -0.159], [0.016, -0.014, 0.006], [-0.150, -0.069, -0.034], [-0.027, -0.095, 0.166], [-0.001, 0.016, -0.005]],
  "lowdin_charge": [-0.210, -0.486, 0.286, 0.417, -0.426, -0.235, -0.232, 0.045, 0.030, 0.060, 0.053, 0.042, -0.049, -0.082, -0.059, -0.057, 0.040, 0.042, -0.131, -0.143, -0.221, 0.558, -0.236, -0.237, -0.190, 0.132, 0.138, 0.109, 0.135, -0.173, -0.169, -0.190, 0.586, -0.220, -0.218, -0.199, 0.132, 0.129, 0.132, 0.131, -0.151, -0.154, -0.193, 0.588, -0.232, -0.217, -0.179, 0.140, 0.086, 0.134, 0.132, -0.146, -0.139, -0.192, 0.575, -0.218, -0.237, -0.185, 0.138, 0.124, 0.123, 0.142, -0.147, -0.150, -0.204, 0.590, -0.227, -0.195, -0.178, 0.138, 0.134, 0.129, 0.137]
}